Record 1
Entry from the Open Molecules 2025 dataset: a cluster of 8 separate species, C31H72N11O7 in total (the ωB97M-V functional and the def2-TZVPD basis).

As for the net charge: +1. Its total energy is -2353.07607 Eh. The LUMO energy is -3.18 eV. The value obtained for the frontier orbital gap is 6.946 eV. The multiplicity is 1. Its HOMO energy is -0.37200 Ha. The max |F| is 3.65 eV/Å.

Each atom is followed by the atoms it is bonded to, with distances in Å.
Geometry (Å):
1 C -4.214 3.703 -1.443  C2 1.558, H15 1.102, H16 1.092, H17 1.093
2 C -4.142 2.916 -2.786  C1 1.558, C3 1.537, H18 1.092, H19 1.095
3 C -3.689 1.461 -2.582  C2 1.537, C4 1.548, H20 1.095, H21 1.093
4 C -4.938 0.692 -2.089  C3 1.548, C5 1.534, H22 1.096, H23 1.094
5 C -4.649 -0.670 -1.445  C4 1.534, C6 1.575, H24 1.095, H25 1.094
6 C -3.617 -0.614 -0.256  C5 1.575, N7 1.485, H26 1.085, H27 1.093
7 N -4.269 -1.139 0.971  C6 1.485, N8 1.431, C12 1.322
8 N -3.382 -1.787 1.887  N7 1.431, C9 1.290
9 C -2.276 -1.168 2.123  N8 1.290, C10 1.508, C11 1.504
10 C -2.120 0.270 2.550  C9 1.508, H28 1.096, H29 1.094, H30 1.095
11 C -1.005 -1.966 2.024  C9 1.504, H31 1.093, H32 1.094, H33 1.095
12 C -5.143 -0.328 1.542  N7 1.322, N13 1.400, N14 1.332
13 N -5.643 -0.756 2.777  C12 1.400, H34 1.019, H35 1.023
14 N -5.539 0.842 1.045  C12 1.332, H36 1.011, H37 1.012
15 H -3.778 3.069 -0.654  C1 1.102
16 H -3.613 4.613 -1.501  C1 1.092
17 H -5.229 4.022 -1.192  C1 1.093
18 H -5.106 2.969 -3.295  C2 1.092
19 H -3.434 3.452 -3.427  C2 1.095
20 H -3.459 1.087 -3.585  C3 1.095
21 H -2.834 1.403 -1.902  C3 1.093
22 H -5.541 0.496 -2.983  C4 1.096
23 H -5.562 1.347 -1.474  C4 1.094
24 H -5.545 -1.183 -1.080  C5 1.095
25 H -4.245 -1.309 -2.236  C5 1.094
26 H -2.794 -1.248 -0.572  C6 1.085
27 H -3.300 0.423 -0.120  C6 1.093
28 H -2.864 0.957 2.131  C10 1.096
29 H -1.129 0.627 2.258  C10 1.094
30 H -2.148 0.347 3.642  C10 1.095
31 H -1.287 -3.018 2.118  C11 1.093
32 H -0.310 -1.699 2.826  C11 1.094
33 H -0.599 -1.788 1.023  C11 1.095
34 H -6.396 -0.121 3.042  N13 1.019
35 H -4.905 -0.555 3.457  N13 1.023
36 H -4.938 1.537 0.622  N14 1.011
37 H -6.523 1.073 1.092  N14 1.012
38 C 2.306 -0.485 3.903  O39 1.226, N40 1.337, H43 1.102
39 O 1.160 -0.902 4.028  C38 1.226
40 N 3.369 -1.243 3.614  C38 1.337, C41 1.453, C42 1.456
41 C 4.703 -0.683 3.483  N40 1.453, H44 1.092, H45 1.091, H46 1.088
42 C 3.183 -2.674 3.426  N40 1.456, H47 1.091, H48 1.089, H49 1.087
43 H 2.554 0.582 4.026  C38 1.102
44 H 5.082 -0.881 2.479  C41 1.092
45 H 5.363 -1.146 4.218  C41 1.091
46 H 4.687 0.393 3.650  C41 1.088
47 H 2.482 -2.844 2.607  C42 1.091
48 H 2.764 -3.105 4.334  C42 1.089
49 H 4.130 -3.155 3.197  C42 1.087
50 C -8.112 2.618 -4.437  O51 1.224, N52 1.338, H55 1.102
51 O -7.094 3.139 -3.999  C50 1.224
52 N -8.143 1.706 -5.415  C50 1.338, C53 1.452, C54 1.451
53 C -9.383 1.121 -5.892  N52 1.452, H56 1.088, H57 1.093, H58 1.088
54 C -6.892 1.288 -6.020  N52 1.451, H59 1.091, H60 1.091, H61 1.087
55 H -9.111 2.869 -4.045  C50 1.102
56 H -9.343 0.044 -5.744  C53 1.088
57 H -9.501 1.342 -6.955  C53 1.093
58 H -10.235 1.526 -5.348  C53 1.088
59 H -6.240 0.860 -5.257  C54 1.091
60 H -6.389 2.153 -6.457  C54 1.091
61 H -7.083 0.548 -6.792  C54 1.087
62 C -8.383 -1.669 -3.232  O63 1.217, N64 1.345, H67 1.106
63 O -8.690 -1.350 -4.366  C62 1.217
64 N -8.527 -2.902 -2.715  C62 1.345, C65 1.450, C66 1.455
65 C -8.143 -3.217 -1.353  N64 1.450, H68 1.092, H69 1.092, H70 1.089
66 C -9.089 -3.951 -3.552  N64 1.455, H71 1.090, H72 1.090, H73 1.087
67 H -7.949 -0.946 -2.518  C62 1.106
68 H -7.380 -3.998 -1.358  C65 1.092
69 H -9.014 -3.571 -0.798  C65 1.092
70 H -7.743 -2.334 -0.857  C65 1.089
71 H -8.465 -4.087 -4.436  C66 1.090
72 H -10.088 -3.663 -3.879  C66 1.090
73 H -9.141 -4.883 -2.996  C66 1.087
74 C 4.955 2.519 0.682  O75 1.218, N76 1.345, H79 1.105
75 O 5.949 3.070 1.119  C74 1.218
76 N 4.962 1.492 -0.185  C74 1.345, C77 1.448, C78 1.459
77 C 3.738 0.885 -0.665  N76 1.448, H80 1.093, H81 1.092, H82 1.089
78 C 6.243 0.975 -0.657  N76 1.459, H83 1.091, H84 1.088, H85 1.087
79 H 3.937 2.832 0.976  C74 1.105
80 H 3.722 -0.174 -0.392  C77 1.093
81 H 3.685 0.974 -1.752  C77 1.092
82 H 2.871 1.377 -0.226  C77 1.089
83 H 6.827 0.629 0.197  C78 1.091
84 H 6.797 1.767 -1.155  C78 1.088
85 H 6.083 0.152 -1.349  C78 1.087
86 C 8.032 3.134 -3.079  O87 1.218, N88 1.345, H91 1.105
87 O 8.438 2.042 -2.725  C86 1.218
88 N 8.401 3.764 -4.209  C86 1.345, C89 1.450, C90 1.454
89 C 7.879 5.067 -4.571  N88 1.450, H92 1.092, H93 1.092, H94 1.088
90 C 9.354 3.112 -5.092  N88 1.454, H95 1.091, H96 1.090, H97 1.087
91 H 7.306 3.712 -2.478  C86 1.105
92 H 7.360 5.001 -5.530  C89 1.092
93 H 8.701 5.780 -4.657  C89 1.092
94 H 7.181 5.422 -3.815  C89 1.088
95 H 8.953 2.153 -5.421  C90 1.091
96 H 10.285 2.929 -4.555  C90 1.090
97 H 9.551 3.742 -5.956  C90 1.087
98 C 4.040 -6.956 3.063  O99 1.218, N100 1.347, H103 1.102
99 O 4.220 -5.902 2.479  C98 1.218
100 N 3.450 -7.071 4.269  C98 1.347, C101 1.451, C102 1.450
101 C 3.259 -8.351 4.922  N100 1.451, H104 1.092, H105 1.092, H106 1.088
102 C 2.995 -5.860 4.924  N100 1.450, H107 1.091, H108 1.091, H109 1.087
103 H 4.355 -7.923 2.638  C98 1.102
104 H 2.194 -8.522 5.091  C101 1.092
105 H 3.779 -8.354 5.883  C101 1.092
106 H 3.653 -9.156 4.305  C101 1.088
107 H 2.267 -5.359 4.283  C102 1.091
108 H 3.845 -5.192 5.073  C102 1.091
109 H 2.540 -6.094 5.883  C102 1.087
110 C 8.648 2.457 5.820  O111 1.217, N112 1.348, H115 1.103
111 O 8.260 1.381 6.236  C110 1.217
112 N 8.130 3.103 4.757  C110 1.348, C113 1.450, C114 1.451
113 C 8.635 4.385 4.308  N112 1.450, H116 1.092, H117 1.092, H118 1.088
114 C 7.028 2.488 4.040  N112 1.451, H119 1.093, H120 1.092, H121 1.085
115 H 9.480 3.003 6.296  C110 1.103
116 H 7.836 5.128 4.348  C113 1.092
117 H 8.993 4.299 3.280  C113 1.092
118 H 9.457 4.713 4.943  C113 1.088
119 H 6.191 2.340 4.727  C114 1.093
120 H 7.343 1.514 3.661  C114 1.092
121 H 6.714 3.116 3.213  C114 1.085

=====

Record 2
Entry from the Open Molecules 2025 dataset: a cluster of 7 separate species, C31H74N2O7 in total (the ωB97M-V functional and the def2-TZVPD basis).

As for the net charge: 0. Its total energy is -1861.52805 Eh. The LUMO energy is 0.48 eV. The value obtained for the frontier orbital gap is 8.308 eV. The multiplicity is 1. Its HOMO energy is -0.28772 Ha. The SMILES is CC1(C)CCCC(C)(C)N1O.CC1(C)CCCC(C)(C)N1O.CC(C)O.CC(C)O.CC(C)O.CC(C)O.CO. The max |F| is 4.65 eV/Å.

Each atom is followed by the atoms it is bonded to, with distances in Å.
Geometry (Å):
1 C -3.033 2.245 0.049  C2 1.558, H12 1.090, H13 1.090, H14 1.090
2 C -4.050 2.580 -1.084  C1 1.558, C3 1.556, C4 1.544, N10 1.533
3 C -3.976 4.090 -1.450  C2 1.556, H15 1.090, H16 1.090, H17 1.090
4 C -3.767 1.652 -2.284  C2 1.544, C5 1.561, H18 1.090, H19 1.090
5 C -4.943 1.578 -3.307  C4 1.561, C6 1.537, H20 1.090, H21 1.090
6 C -6.232 1.130 -2.597  C5 1.537, C7 1.570, H22 1.090, H23 1.090
7 C -6.652 1.925 -1.310  C6 1.570, C8 1.537, C9 1.541, N10 1.471
8 C -7.293 3.220 -1.835  C7 1.537, H24 1.090, H25 1.090, H26 1.090
9 C -7.541 0.880 -0.608  C7 1.541, H27 1.090, H28 1.090, H29 1.090
10 N -5.443 2.245 -0.535  C2 1.533, C7 1.471, O11 1.326
11 O -5.801 2.816 0.606  N10 1.326, H30 0.960
12 H -3.144 1.260 0.503  C1 1.090
13 H -1.996 2.287 -0.283  C1 1.090
14 H -3.145 2.920 0.896  C1 1.090
15 H -2.995 4.544 -1.310  C3 1.090
16 H -4.282 4.293 -2.476  C3 1.090
17 H -4.666 4.675 -0.842  C3 1.090
18 H -2.925 2.076 -2.831  C4 1.090
19 H -3.467 0.643 -2.002  C4 1.090
20 H -5.087 2.537 -3.804  C5 1.090
21 H -4.667 0.820 -4.041  C5 1.090
22 H -6.206 0.048 -2.468  C6 1.090
23 H -7.016 1.277 -3.340  C6 1.090
24 H -8.357 3.176 -2.065  C8 1.090
25 H -6.731 3.599 -2.689  C8 1.090
26 H -7.255 3.931 -1.010  C8 1.090
27 H -7.794 1.272 0.377  C9 1.090
28 H -7.166 -0.129 -0.439  C9 1.090
29 H -8.450 0.854 -1.210  C9 1.090
30 H -5.501 2.187 1.266  O11 0.960
31 C 1.340 -1.681 2.285  C32 1.543, H42 1.090, H43 1.090, H44 1.090
32 C 0.251 -2.745 2.534  C31 1.543, C33 1.585, C34 1.609, N40 1.519
33 C 0.056 -2.841 4.105  C32 1.585, H45 1.090, H46 1.090, H47 1.090
34 C -1.118 -2.150 1.934  C32 1.609, C35 1.532, H48 1.090, H49 1.090
35 C -2.275 -3.150 1.853  C34 1.532, C36 1.522, H50 1.090, H51 1.090
36 C -1.825 -4.391 1.095  C35 1.522, C37 1.549, H52 1.090, H53 1.090
37 C -0.521 -5.038 1.625  C36 1.549, C38 1.520, C39 1.607, N40 1.508
38 C -0.810 -5.847 2.879  C37 1.520, H54 1.090, H55 1.090, H56 1.090
39 C -0.024 -6.012 0.448  C37 1.607, H57 1.090, H58 1.090, H59 1.090
40 N 0.587 -4.030 1.798  C32 1.519, C37 1.508, O41 1.420
41 O 1.832 -4.582 2.202  N40 1.420, H60 0.960
42 H 2.238 -1.992 2.818  C31 1.090
43 H 1.661 -1.757 1.246  C31 1.090
44 H 0.962 -0.742 2.689  C31 1.090
45 H 0.879 -3.429 4.510  C33 1.090
46 H 0.062 -1.850 4.559  C33 1.090
47 H -0.820 -3.404 4.428  C33 1.090
48 H -1.518 -1.341 2.545  C34 1.090
49 H -1.014 -1.622 0.985  C34 1.090
50 H -2.677 -3.495 2.805  C35 1.090
51 H -3.093 -2.828 1.208  C35 1.090
52 H -1.780 -4.211 0.021  C36 1.090
53 H -2.615 -5.126 1.251  C36 1.090
54 H 0.105 -6.237 3.325  C38 1.090
55 H -1.420 -6.675 2.519  C38 1.090
56 H -1.373 -5.290 3.627  C38 1.090
57 H 0.828 -6.569 0.837  C39 1.090
58 H 0.402 -5.455 -0.387  C39 1.090
59 H -0.831 -6.649 0.085  C39 1.090
60 H 2.368 -4.429 1.420  O41 0.960
61 C 5.599 4.476 3.915  C62 1.541, H65 1.090, H66 1.090, H67 1.090
62 C 4.201 4.860 3.390  C61 1.541, C63 1.536, O64 1.426, H68 1.090
63 C 3.214 5.320 4.472  C62 1.536, H69 1.090, H70 1.090, H71 1.090
64 O 4.403 5.993 2.547  C62 1.426, H72 0.960
65 H 5.611 3.606 4.571  C61 1.090
66 H 5.949 5.338 4.482  C61 1.090
67 H 6.247 4.132 3.109  C61 1.090
68 H 3.712 4.157 2.716  C62 1.090
69 H 3.104 4.511 5.194  C63 1.090
70 H 2.239 5.468 4.007  C63 1.090
71 H 3.672 6.097 5.085  C63 1.090
72 H 4.265 6.753 3.117  O64 0.960
73 C 5.353 -1.989 -1.957  C74 1.497, H77 1.090, H78 1.090, H79 1.090
74 C 4.638 -3.054 -1.185  C73 1.497, C75 1.515, O76 1.458, H80 1.090
75 C 5.364 -3.369 0.107  C74 1.515, H81 1.090, H82 1.090, H83 1.090
76 O 3.289 -2.532 -1.004  C74 1.458, H84 0.960
77 H 5.482 -1.095 -1.347  C73 1.090
78 H 4.841 -1.734 -2.885  C73 1.090
79 H 6.381 -2.306 -2.128  C73 1.090
80 H 4.640 -3.919 -1.848  C74 1.090
81 H 5.276 -2.478 0.730  C75 1.090
82 H 6.380 -3.754 0.026  C75 1.090
83 H 4.975 -4.169 0.736  C75 1.090
84 H 3.460 -1.704 -0.549  O76 0.960
85 C 3.395 1.467 -4.723  C86 1.566, H89 1.090, H90 1.090, H91 1.090
86 C 2.430 1.786 -3.532  C85 1.566, C87 1.514, O88 1.407, H92 1.090
87 C 1.339 2.775 -3.882  C86 1.514, H93 1.090, H94 1.090, H95 1.090
88 O 1.851 0.557 -3.165  C86 1.407, H96 0.960
89 H 3.939 2.303 -5.162  C85 1.090
90 H 2.907 1.000 -5.579  C85 1.090
91 H 4.078 0.672 -4.422  C85 1.090
92 H 3.046 2.220 -2.745  C86 1.090
93 H 0.569 2.319 -4.504  C87 1.090
94 H 1.922 3.582 -4.326  C87 1.090
95 H 0.781 2.953 -2.963  C87 1.090
96 H 1.421 0.162 -3.927  O88 0.960
97 C 3.264 2.003 1.088  C98 1.536, H101 1.090, H102 1.090, H103 1.090
98 C 2.496 0.796 0.526  C97 1.536, C99 1.520, O100 1.364, H104 1.090
99 C 1.013 1.014 0.275  C98 1.520, H105 1.090, H106 1.090, H107 1.090
100 O 3.121 0.387 -0.616  C98 1.364, H108 0.960
101 H 2.627 2.541 1.790  C97 1.090
102 H 3.496 2.700 0.282  C97 1.090
103 H 4.219 1.706 1.521  C97 1.090
104 H 2.722 -0.012 1.222  C98 1.090
105 H 0.473 1.233 1.196  C99 1.090
106 H 0.592 0.056 -0.030  C99 1.090
107 H 0.879 1.722 -0.543  C99 1.090
108 H 2.524 0.433 -1.367  O100 0.960
109 C 0.069 -2.725 -2.093  O110 1.382, H111 1.090, H112 1.090, H113 1.090
110 O 1.260 -2.619 -2.786  C109 1.382, H114 0.960
111 H -0.363 -1.725 -2.130  C109 1.090
112 H -0.615 -3.355 -2.662  C109 1.090
113 H 0.056 -3.115 -1.075  C109 1.090
114 H 1.920 -2.506 -2.098  O110 0.960